C47H47As2F3GeMnN3O2S | ωB97M-V/def2-TZVPD

Structure (XYZ):
```
107
C47H47As2F3GeMnN3O2S ωB97M-V/def2-TZVPD
Mn -1.52 -1.75 -0.30
C -3.37 1.39 -0.81
As -3.53 -0.37 -0.02
C -5.39 -0.78 -0.43
C -3.54 0.01 1.88
C -4.12 1.16 2.40
C -4.00 1.44 3.75
C -3.29 0.58 4.59
C -2.73 -0.58 4.07
C -2.86 -0.87 2.72
As -2.26 -2.52 1.92
C -3.84 -3.61 2.19
C -1.04 -3.31 3.18
H -4.24 1.97 -0.54
H -3.34 1.30 -1.90
H -2.46 1.87 -0.46
H -6.00 -0.13 0.18
H -5.63 -1.82 -0.22
H -5.57 -0.57 -1.48
H -4.69 1.82 1.77
H -4.46 2.33 4.16
H -3.18 0.82 5.64
H -2.22 -1.27 4.74
H -4.20 -3.42 3.20
H -3.59 -4.66 2.09
H -4.63 -3.35 1.49
H -1.60 -3.59 4.06
H -0.26 -2.60 3.46
H -0.59 -4.19 2.75
O 0.24 -2.45 0.12
C 0.53 -1.38 0.79
O -0.36 -0.47 0.78
C 1.82 -1.29 1.55
C 1.90 -0.16 2.59
Ge 2.37 1.67 2.04
C 1.99 2.27 0.23
C 2.96 2.16 -0.78
C 2.76 2.77 -2.02
C 1.60 3.50 -2.25
C 0.62 3.59 -1.27
C 0.82 2.99 -0.03
C 1.58 2.91 3.30
C 0.20 2.82 3.52
C -0.44 3.75 4.33
C 0.29 4.76 4.95
C 1.66 4.85 4.74
C 2.31 3.93 3.93
C 4.34 1.94 2.20
C 5.22 0.94 2.73
C 6.57 1.12 2.65
C 7.09 2.35 2.12
C 6.24 3.37 1.63
C 4.89 3.19 1.70
H 2.62 -1.24 0.81
H 1.93 -2.26 2.03
H 2.66 -0.43 3.33
H 0.96 -0.08 3.14
H 3.87 1.60 -0.61
H 3.53 2.70 -2.79
H 1.46 3.99 -3.21
H -0.28 4.16 -1.45
H 0.08 3.10 0.75
H -0.39 2.03 3.05
H -1.51 3.69 4.49
H -0.21 5.48 5.59
H 2.23 5.64 5.22
H 3.38 4.01 3.79
H 4.83 0.03 3.16
H 7.24 0.34 2.99
H 8.16 2.52 2.14
H 6.65 4.29 1.24
H 4.23 3.98 1.36
F -0.82 -7.98 -3.04
C -1.70 -7.70 -2.08
F -2.88 -8.23 -2.39
F -1.27 -8.25 -0.93
C -1.82 -6.20 -1.88
C -2.92 -5.69 -1.20
C -2.94 -4.34 -0.92
N -1.94 -3.50 -1.27
C -0.92 -4.01 -1.98
C -0.83 -5.34 -2.31
H -3.74 -6.32 -0.90
H -3.78 -3.90 -0.43
H -0.15 -3.32 -2.30
H 0.02 -5.71 -2.88
S -0.45 0.52 -6.33
C -0.65 -0.03 -4.71
C -1.89 -0.63 -4.38
C -2.12 -1.03 -3.10
N -1.21 -0.90 -2.10
C -0.03 -0.33 -2.42
C 0.28 0.10 -3.68
C 1.21 1.15 -6.33
C 1.39 2.51 -6.50
C 2.70 2.98 -6.55
N 3.77 2.19 -6.43
C 3.57 0.88 -6.29
C 2.30 0.30 -6.24
H -2.65 -0.76 -5.13
H -3.06 -1.49 -2.84
H 0.69 -0.21 -1.61
H 1.25 0.55 -3.85
H 0.55 3.19 -6.60
H 2.90 4.04 -6.68
H 4.45 0.25 -6.23
H 2.18 -0.77 -6.16
```

electronic energy	-10530.320277	Eh
frontier orbital gap (spin up / spin down)	0.2794 / 0.1617	hartree
energy relative to the best compared isomer or geometry (same formula, charge and spin)	0.000	eV
lowest unoccupied orbital energy (spin up / spin down)	-7.8 / -11.0	eV
2S+1	4
largest force on an atom	0.8	eV/Å
charge	+3

C47H47AsCoN8O6S2Si3 | ωB97M-V/def2-TZVPD

Structure (XYZ):
```
115
C47H47AsCoN8O6S2Si3 ωB97M-V/def2-TZVPD
Co 1.17 -2.33 -0.61
C 4.55 -3.30 4.84
C 3.31 -3.15 5.45
C 2.15 -3.03 4.70
C 2.25 -3.05 3.32
C 1.29 -2.98 2.24
N 0.02 -3.20 2.40
C -0.82 -3.12 1.37
C -2.19 -3.50 1.46
C -2.95 -4.10 2.46
C -4.27 -4.40 2.19
C -4.85 -4.09 0.96
C -4.12 -3.46 -0.04
C -2.78 -3.18 0.22
C -1.73 -2.62 -0.58
N -1.94 -2.12 -1.79
C -0.93 -1.76 -2.55
N 0.40 -1.96 -2.31
C 1.09 -1.61 -3.44
N 2.34 -1.91 -3.72
C 3.11 -2.49 -2.81
N 2.88 -2.56 -1.47
C 3.97 -3.14 -0.89
N 4.23 -3.26 0.41
C 3.29 -3.04 1.29
N 1.95 -2.87 1.05
C 3.52 -3.13 2.71
C 4.67 -3.29 3.46
C 4.89 -3.58 -1.90
C 6.04 -4.36 -1.87
C 6.65 -4.68 -3.06
C 6.13 -4.22 -4.28
C 4.99 -3.45 -4.33
C 4.35 -3.14 -3.14
C 0.18 -1.07 -4.42
C 0.36 -0.53 -5.68
C -0.76 -0.12 -6.38
C -2.04 -0.29 -5.86
C -2.23 -0.86 -4.61
C -1.11 -1.21 -3.87
N -0.55 -2.65 0.11
H 5.44 -3.41 5.45
H 3.25 -3.14 6.53
H 1.19 -2.90 5.18
H -2.50 -4.32 3.42
H -4.87 -4.90 2.94
H -5.89 -4.34 0.79
H -4.56 -3.20 -0.98
H 5.63 -3.39 2.97
H 6.43 -4.71 -0.92
H 7.54 -5.29 -3.06
H 6.64 -4.49 -5.20
H 4.57 -3.13 -5.27
H 1.36 -0.42 -6.10
H -0.64 0.33 -7.36
H -2.89 0.02 -6.45
H -3.22 -1.02 -4.21
O 0.95 2.16 0.17
S 1.27 0.83 0.93
O 1.88 2.12 2.59
O 0.94 -0.18 -0.09
C 1.39 2.27 3.76
C 1.77 3.31 4.65
C 1.17 3.44 5.88
C 0.18 2.56 6.31
C -0.21 1.53 5.47
C 0.39 1.39 4.24
S 0.00 0.14 3.08
O -0.41 0.90 1.83
O -1.07 -0.67 3.60
O 1.24 -0.52 2.70
H 2.54 4.00 4.33
H 1.47 4.25 6.54
H -0.29 2.70 7.27
H -0.98 0.83 5.75
C -1.36 4.65 -3.17
Si -0.11 3.69 -2.03
C 0.96 5.15 -1.34
C 0.98 2.66 -3.24
As -0.79 2.11 -0.38
Si -1.52 3.66 1.27
C -2.63 5.12 0.59
C -0.11 4.67 2.09
C -2.62 2.90 2.66
Si -3.75 1.96 -0.97
C -5.65 2.40 -1.17
C -3.69 0.37 0.09
C -3.25 1.57 -2.78
H -0.86 5.42 -3.75
H -2.14 5.13 -2.58
H -1.85 3.98 -3.87
H 1.62 5.59 -2.07
H 1.56 4.78 -0.52
H 0.32 5.94 -0.96
H 1.71 3.23 -3.80
H 0.37 2.11 -3.95
H 1.52 1.92 -2.65
H -2.03 5.78 -0.02
H -3.04 5.70 1.41
H -3.46 4.76 -0.01
H 0.17 5.52 1.48
H 0.76 4.04 2.18
H -0.36 5.03 3.08
H -3.61 2.64 2.29
H -2.76 3.58 3.51
H -2.15 2.00 3.04
H -6.11 2.69 -0.23
H -6.19 1.53 -1.55
H -5.80 3.21 -1.88
H -3.01 0.51 0.92
H -3.30 -0.44 -0.52
H -4.66 0.07 0.48
H -2.19 1.32 -2.79
H -3.41 2.40 -3.46
H -3.81 0.72 -3.15
```

electronic energy	-7992.257125	Eh
frontier orbital gap (spin up / spin down)	0.1947 / 0.1640	hartree
lowest unoccupied orbital energy (spin up / spin down)	3.8 / 3.0	eV
2S+1	2
largest force on an atom	4.1	eV/Å
charge	-2

C47H47BN9ORuS2 | ωB97M-V/def2-TZVPD

Structure (XYZ):
```
108
C47H47BN9ORuS2 ωB97M-V/def2-TZVPD
Ru 0.49 -0.68 -0.57
C -1.06 -5.95 0.14
C -1.16 -4.50 0.47
C -2.00 -3.86 1.35
C -1.70 -2.50 1.23
N -0.71 -2.33 0.35
N -0.40 -3.56 -0.12
B 0.64 -3.72 -1.24
N 2.01 -3.26 -0.72
N 2.15 -2.03 -0.19
C 3.42 -1.92 0.21
C 4.09 -3.12 -0.06
C 3.17 -3.94 -0.67
C 3.33 -5.33 -1.18
C 4.05 -0.74 0.85
C 3.54 0.55 0.76
C 4.20 1.62 1.36
C 5.37 1.41 2.07
C 5.88 0.12 2.18
C 5.23 -0.93 1.57
N 0.13 -2.91 -2.44
N -0.25 -1.61 -2.29
C -0.78 -1.23 -3.47
C -0.68 -2.29 -4.38
C -0.12 -3.33 -3.69
C 0.19 -4.72 -4.16
C -1.30 0.11 -3.79
C -1.89 0.93 -2.84
C -2.31 2.21 -3.17
C -2.17 2.68 -4.47
C -1.63 1.84 -5.44
C -1.20 0.57 -5.10
C -2.35 -1.40 1.96
C -2.47 -0.13 1.40
C -3.08 0.90 2.10
C -3.60 0.66 3.37
C -3.51 -0.61 3.92
C -2.89 -1.63 3.22
H -1.77 -6.50 0.76
H -0.06 -6.34 0.34
H -1.29 -6.15 -0.90
H -2.77 -4.31 1.96
H 0.73 -4.87 -1.55
H 5.12 -3.36 0.12
H 4.36 -5.65 -1.01
H 3.13 -5.40 -2.24
H 2.67 -6.03 -0.67
H 2.64 0.75 0.19
H 3.79 2.61 1.25
H 5.89 2.24 2.54
H 6.79 -0.06 2.74
H 5.63 -1.93 1.68
H -1.04 -2.31 -5.40
H -0.09 -4.80 -5.21
H -0.37 -5.47 -3.60
H 1.25 -4.95 -4.06
H -2.03 0.57 -1.83
H -2.74 2.84 -2.41
H -2.49 3.68 -4.73
H -1.52 2.19 -6.46
H -0.75 -0.06 -5.86
H -2.09 0.05 0.40
H -3.14 1.88 1.66
H -4.07 1.47 3.92
H -3.92 -0.80 4.90
H -2.81 -2.61 3.66
C 1.31 3.70 -2.56
C 1.34 2.25 -2.19
S 0.43 1.72 -0.84
C 2.10 1.32 -2.86
C 2.96 1.67 -4.05
S 2.08 -0.30 -2.34
H 0.77 4.29 -1.81
H 0.80 3.85 -3.52
H 2.31 4.11 -2.66
H 2.47 2.42 -4.68
H 3.17 0.79 -4.65
H 3.92 2.09 -3.72
C -5.80 4.12 1.64
C -4.31 4.18 1.83
C -3.45 4.06 0.74
C -2.07 4.03 0.91
C -1.53 4.12 2.18
N -0.12 4.18 2.32
C 0.63 3.81 3.41
O 1.57 4.46 3.80
N 0.23 2.63 4.07
C 0.36 1.36 3.46
C 0.61 0.27 4.28
C 0.90 -0.95 3.70
C 0.93 -1.04 2.32
N 0.63 -0.01 1.52
C 0.32 1.16 2.09
C -2.37 4.28 3.28
C -3.74 4.31 3.09
H -6.11 4.68 0.76
H -6.32 4.52 2.51
H -6.13 3.09 1.51
H -3.86 3.98 -0.26
H -1.42 3.92 0.05
H 0.37 4.84 1.73
H 0.62 2.64 5.00
H 0.62 0.38 5.36
H 1.12 -1.82 4.30
H 1.20 -1.96 1.83
H 0.10 1.98 1.44
H -1.95 4.40 4.27
H -4.38 4.43 3.95
```

electronic energy	-3303.550611	Eh
frontier orbital gap (spin up / spin down)	0.2340 / 0.2155	hartree
energy relative to the best compared isomer or geometry (same formula, charge and spin)	0.805	eV
lowest unoccupied orbital energy (spin up / spin down)	0.4 / -0.2	eV
2S+1	2
largest force on an atom	2.1	eV/Å
charge	0

C47H47BrIrN6O2P | ωB97M-V/def2-TZVPD

Structure (XYZ):
```
105
C47H47BrIrN6O2P ωB97M-V/def2-TZVPD
Ir 11.12 12.18 14.20
C 13.41 12.68 10.39
C 14.50 11.81 10.62
C 14.75 11.42 11.92
C 13.92 11.90 12.98
N 12.73 12.56 12.74
C 12.55 13.01 11.43
N 14.39 11.72 14.24
C 13.85 12.22 15.30
N 12.55 12.69 15.48
C 12.40 13.16 16.79
N 11.42 13.74 17.35
C 10.21 14.02 16.80
C 9.36 14.85 17.61
C 8.16 15.30 17.09
C 7.79 14.89 15.79
C 8.62 14.03 15.09
N 9.84 13.58 15.56
C 13.68 12.94 17.47
C 14.04 13.24 18.76
C 15.36 12.92 19.14
C 16.25 12.34 18.24
C 15.85 12.06 16.91
C 14.56 12.37 16.56
H 13.20 13.04 9.39
H 15.12 11.45 9.81
H 15.60 10.82 12.22
H 11.72 13.70 11.27
H 9.73 15.14 18.58
H 7.51 15.94 17.68
H 6.88 15.25 15.31
H 8.31 13.69 14.11
H 13.34 13.69 19.45
H 15.69 13.14 20.15
H 17.27 12.11 18.52
H 16.53 11.60 16.21
C 7.88 11.15 16.62
C 9.29 10.77 17.09
C 9.21 9.66 18.17
P 10.35 10.41 15.58
C 11.51 9.06 16.13
C 12.24 8.45 14.93
C 12.50 9.56 17.17
C 9.24 9.58 14.43
C 8.51 8.42 14.76
C 7.63 7.84 13.82
C 6.80 6.64 14.16
C 7.52 8.43 12.55
C 8.26 9.54 12.20
C 9.15 10.14 13.16
N 9.90 11.26 12.82
C 10.09 11.45 11.45
C 10.89 10.56 10.71
C 11.60 9.42 11.39
C 11.09 10.77 9.35
C 10.53 11.86 8.68
C 10.78 12.07 7.21
C 9.73 12.76 9.40
C 9.44 12.52 10.76
C 8.54 13.40 11.45
H 7.36 11.65 17.43
H 7.29 10.28 16.37
H 7.86 11.79 15.75
H 9.80 11.61 17.57
H 8.74 8.75 17.80
H 8.57 10.02 18.98
H 10.17 9.39 18.60
H 10.88 8.28 16.58
H 12.90 9.17 14.45
H 11.57 8.05 14.18
H 12.86 7.62 15.29
H 13.36 10.01 16.69
H 12.88 8.72 17.76
H 12.09 10.27 17.88
H 8.60 7.96 15.74
H 7.00 6.31 15.17
H 7.00 5.80 13.49
H 5.73 6.84 14.09
H 6.84 8.00 11.83
H 8.21 9.96 11.21
H 12.05 9.70 12.35
H 12.41 9.04 10.76
H 10.96 8.55 11.59
H 11.74 10.10 8.79
H 10.80 11.13 6.67
H 11.75 12.55 7.02
H 10.00 12.68 6.77
H 9.34 13.63 8.90
H 8.06 14.19 10.87
H 9.69 14.35 12.29
H 8.02 13.02 12.32
Br 14.19 15.92 11.75
C 13.44 16.30 13.42
C 14.27 16.76 14.44
C 13.74 17.10 15.70
C 12.36 16.98 15.92
C 11.53 16.49 14.92
C 12.05 16.15 13.67
C 11.14 15.66 12.61
O 11.05 16.10 11.46
O 10.34 14.64 13.04
H 15.33 16.85 14.22
H 14.41 17.46 16.48
H 11.93 17.24 16.89
H 10.47 16.40 15.12
```

electronic energy	-5317.914418	Eh
frontier orbital gap (spin up / spin down)	0.1918 / 0.2162	hartree
energy relative to the best compared isomer or geometry (same formula, charge and spin)	0.000	eV
lowest unoccupied orbital energy (spin up / spin down)	0.4 / -1.6	eV
2S+1	5
largest force on an atom	3.2	eV/Å
charge	0